[1]
{"formula": "C2H4N2S2", "method": "wB97M-V/def2-TZVPD", "smiles": "[H]/N=C(\\N)C(=S)S", "lumo_energy_ev": -1.17, "e_tot_ha": -984.418050, "largest_force_ev_per_a": 8.51, "orbital_gap_ev": 7.83, "species": ["H", "N", "C", "N", "C", "S", "S", "H", "H", "H"], "coordinates": [[-2.439, 1.519, -1.205], [-1.588, 1.410, -0.454], [-1.102, 0.225, -0.219], [-1.786, -0.901, -0.115], [0.344, -0.074, 0.034], [0.816, -1.642, -0.251], [1.321, 1.290, 0.675], [-2.585, -0.886, -0.941], [-1.293, -1.681, -0.274], [0.288, 2.218, 0.723]]}

=====

[2]
{"formula": "C5H10NaO4", "method": "wB97M-V/def2-TZVPD", "spin_multiplicity": 2, "lumo_energy_ev": [-1.18, -1.18], "s2": 0.754, "e_tot_ha": -659.740889, "largest_force_ev_per_a": 1.78, "orbital_gap_ev": [6.53, 7.42], "species": ["O", "C", "O", "Na", "O", "C", "C", "H", "H", "H", "H", "O", "H", "C", "C", "H", "H", "H", "H", "H"], "coordinates": [[-2.916, -2.286, 2.502], [-1.725, -2.246, 2.107], [-0.760, -1.968, 2.859], [-2.390, -1.883, 4.946], [-1.527, -2.448, 0.794], [-0.205, -2.302, 0.288], [-0.220, -2.494, -1.181], [0.461, -3.038, 0.774], [0.190, -1.307, 0.557], [0.734, -2.437, -1.708], [-1.056, -3.012, -1.653], [-0.961, 0.210, -2.733], [-1.385, -0.658, -2.668], [-2.425, 1.277, -1.026], [-2.029, 1.197, -2.488], [-3.305, 1.927, -0.907], [-2.680, 0.286, -0.624], [-1.599, 1.689, -0.429], [-1.622, 2.156, -2.837], [-2.903, 0.951, -3.114]]}

=====

[3]
{"formula": "H2NOS", "method": "wB97M-V/def2-TZVPD", "lumo_energy_ev": 4.40, "e_tot_ha": -529.259892, "largest_force_ev_per_a": 2.65, "orbital_gap_ev": 6.97, "total_charge": -1, "species": ["N", "O", "S", "H", "H"], "coordinates": [[-0.071, 1.077, -0.255], [-1.243, 1.348, -0.064], [0.270, -1.072, -0.554], [0.356, 1.587, -1.685], [0.402, -0.675, -1.767]]}

=====

[4]
{"formula": "C2H2NO4", "method": "wB97M-V/def2-TZVPD", "smiles": "O=NO/C=C(\\[O-])O", "lumo_energy_ev": [3.99, 4.05], "e_tot_ha": -433.029218, "largest_force_ev_per_a": 3.82, "orbital_gap_ev": [6.15, 6.75], "total_charge": -1, "species": ["O", "N", "O", "C", "C", "O", "O", "H", "H"], "coordinates": [[2.604, 3.554, 1.195], [2.609, 2.483, 0.664], [1.216, 1.885, 0.857], [0.665, 0.832, 0.165], [1.019, 0.218, -1.095], [1.867, 0.485, -1.945], [0.021, -0.837, -1.360], [-0.117, 0.457, 0.703], [-0.525, -0.754, -0.502]]}

=====

[5]
{"formula": "C21H27N5O", "method": "wB97M-V/def2-TZVPD", "smiles": "CCCCCCNC(=O)[C@@H](C#N)c1nc2ccccc2nc1N1CCCC1", "lumo_energy_ev": -0.26, "e_tot_ha": -1165.474317, "largest_force_ev_per_a": 0.83, "orbital_gap_ev": 7.88, "species": ["C", "C", "C", "C", "C", "C", "N", "C", "O", "C", "C", "N", "C", "N", "C", "C", "C", "C", "C", "C", "N", "C", "N", "C", "C", "C", "C", "H", "H", "H", "H", "H", "H", "H", "H", "H", "H", "H", "H", "H", "H", "H", "H", "H", "H", "H", "H", "H", "H", "H", "H", "H", "H", "H"], "coordinates": [[-2.437, -0.507, -2.956], [-2.803, -0.526, -1.475], [-3.608, 0.706, -1.033], [-2.781, 1.747, -0.277], [-1.707, 2.416, -1.133], [-0.903, 3.455, -0.345], [-0.110, 2.836, 0.694], [1.172, 2.504, 0.517], [1.871, 2.828, -0.419], [1.709, 1.588, 1.648], [1.336, 2.114, 2.935], [1.050, 2.542, 3.956], [1.043, 0.246, 1.420], [-0.183, 0.195, 1.862], [-0.897, -0.947, 1.748], [-2.216, -1.015, 2.226], [-2.915, -2.185, 2.102], [-2.323, -3.312, 1.510], [-1.037, -3.274, 1.046], [-0.293, -2.082, 1.151], [0.956, -2.015, 0.663], [1.641, -0.881, 0.750], [2.876, -0.927, 0.211], [3.754, 0.161, -0.182], [4.594, -0.434, -1.313], [4.709, -1.899, -0.904], [3.316, -2.192, -0.362], [-1.851, 0.373, -3.207], [-1.856, -1.391, -3.211], [-3.337, -0.502, -3.567], [-3.386, -1.429, -1.279], [-1.894, -0.605, -0.876], [-4.415, 0.385, -0.371], [-4.068, 1.172, -1.906], [-2.314, 1.257, 0.578], [-3.455, 2.519, 0.106], [-2.174, 2.910, -1.987], [-1.012, 1.665, -1.512], [-1.572, 4.186, 0.117], [-0.207, 3.973, -1.009], [-0.606, 2.385, 1.454], [2.795, 1.538, 1.592], [-2.647, -0.141, 2.690], [-3.930, -2.251, 2.465], [-2.898, -4.223, 1.425], [-0.568, -4.132, 0.589], [3.201, 1.040, -0.517], [4.412, 0.436, 0.653], [5.557, 0.063, -1.409], [4.059, -0.349, -2.259], [4.973, -2.552, -1.732], [5.455, -2.011, -0.116], [3.298, -2.968, 0.406], [2.627, -2.495, -1.158]]}

=====

[6]
{"formula": "C3H9BrN2", "method": "wB97M-V/def2-TZVPD", "lumo_energy_ev": 0.17, "e_tot_ha": -2803.119532, "largest_force_ev_per_a": 3.77, "orbital_gap_ev": 8.69, "species": ["C", "C", "C", "N", "N", "Br", "H", "H", "H", "H", "H", "H", "H", "H", "H"], "coordinates": [[1.561, -1.452, -0.414], [1.191, -0.523, 0.729], [-0.254, -0.168, 0.360], [-1.506, 1.737, -0.378], [-0.396, 1.087, 0.003], [-3.904, 0.126, -0.069], [1.100, -2.442, -0.453], [2.631, -1.523, -0.647], [1.056, -0.851, -1.329], [1.851, 0.373, 0.701], [1.219, -0.867, 1.733], [-0.939, -0.937, 0.061], [-1.537, 2.693, -0.539], [-2.597, 1.107, -0.035], [0.524, 1.641, 0.277]]}

=====

What is the formula in the fifth record? C21H27N5O

=====

Which formula does entry 5 have? C21H27N5O